Below is C30H52N6ORhSSeSi4 as an isolated structure, with properties calculated with ωB97M-V/def2-TZVPD.

The geometry in ORCA input format:
```
! wB97M-V def2-TZVPD RIJCOSX def2/J DEFGRID3
* xyz 1 5
Rh 0.067 0.275 -0.507
N -2.892 1.543 2.617
C -1.868 1.462 1.767
N -1.708 0.513 0.899
C -2.672 -0.487 0.791
N -2.619 -1.403 -0.119
N -1.577 -1.193 -0.986
C -1.526 -1.908 -2.053
C -0.434 -1.600 -2.988
C -0.270 -2.265 -4.194
C 0.770 -1.872 -5.029
C 1.600 -0.834 -4.635
C 1.372 -0.219 -3.410
N 0.381 -0.595 -2.608
C -3.761 -0.510 1.765
C -4.716 -1.531 1.801
C -5.735 -1.490 2.725
C -5.825 -0.426 3.626
C -4.896 0.592 3.605
C -3.865 0.541 2.671
H -2.941 2.321 3.256
H -1.124 2.248 1.826
H -2.263 -2.675 -2.272
H -0.942 -3.066 -4.470
H 0.925 -2.370 -5.976
H 2.412 -0.494 -5.261
H 1.989 0.598 -3.056
H -4.635 -2.336 1.085
H -6.474 -2.279 2.751
H -6.630 -0.398 4.347
H -4.961 1.419 4.302
Se 2.965 4.309 -1.209
C 1.932 2.906 -0.951
N 1.239 1.978 -0.771
C -0.928 4.650 0.033
C -1.561 4.861 -1.336
C -2.744 3.930 -1.586
S -2.259 2.201 -1.854
O -3.396 1.359 -1.366
C -2.385 2.153 -3.659
C -1.499 3.136 -4.413
C -0.010 2.857 -4.252
H -0.084 5.323 0.183
H -0.541 3.632 0.119
H -1.658 4.829 0.828
H -0.798 4.734 -2.108
H -1.917 5.890 -1.425
H -3.365 4.243 -2.427
H -3.387 3.864 -0.706
H -3.450 2.292 -3.859
H -2.125 1.121 -3.913
H -1.730 4.159 -4.109
H -1.770 3.074 -5.470
H 0.299 2.860 -3.205
H 0.590 3.601 -4.775
H 0.237 1.879 -4.667
C 4.255 -0.103 -0.651
Si 3.523 -1.786 -0.229
C 4.746 -2.752 0.804
C 3.162 -2.771 -1.786
Si 1.539 -0.989 0.848
Si 2.025 0.150 2.881
C 2.175 1.982 2.502
C 3.645 -0.395 3.658
C 0.620 -0.076 4.115
Si 1.012 -3.215 1.792
C 1.040 -4.449 0.392
C 2.112 -3.718 3.208
C -0.746 -2.969 2.374
H 4.980 -0.234 -1.459
H 4.789 0.306 0.210
H 3.519 0.641 -0.965
H 5.667 -2.856 0.224
H 4.396 -3.759 1.033
H 4.992 -2.247 1.738
H 3.939 -2.548 -2.522
H 2.196 -2.550 -2.241
H 3.199 -3.842 -1.583
H 3.035 2.192 1.863
H 2.316 2.528 3.440
H 1.305 2.395 1.992
H 4.482 -0.117 3.013
H 3.700 -1.470 3.838
H 3.785 0.115 4.613
H -0.355 0.150 3.677
H 0.779 0.608 4.953
H 0.574 -1.087 4.521
H 2.043 -4.837 0.212
H 0.665 -4.020 -0.538
H 0.395 -5.291 0.660
H 3.139 -3.906 2.903
H 1.710 -4.643 3.631
H 2.121 -2.970 4.002
H -1.432 -2.808 1.542
H -0.863 -2.160 3.092
H -1.021 -3.905 2.873
*
```

Energy relative to the best compared isomer or geometry (same formula, charge and spin), kcal per mole: 0.0
Calculated total energy, eV: -153637.3752
Highest occupied orbital energy (alpha / beta), eV: -9.20 / -9.74
⟨S²⟩: 6.018
M, g/mol: 839.06
Kohn-Sham gap (alpha / beta), eV: 5.8447 / 4.6356


Below is a 3-piece molecular cluster, C30H53ClF3IN6O10PS4 overall in a non-equilibrium geometry, with properties calculated with ωB97M-V/def2-TZVPD.

The geometry in ORCA input format:
```
! wB97M-V def2-TZVPD RIJCOSX def2/J DEFGRID3
* xyz 1 1
C 3.209 5.096 -0.947
C 2.385 4.811 -2.257
C 1.064 4.082 -1.874
C 1.420 2.626 -1.398
N 0.655 1.628 -2.155
C -0.175 0.730 -1.397
C 0.727 -0.218 -0.492
C 2.072 -0.593 -1.138
C 3.343 0.118 -0.638
N 2.244 -1.475 -2.018
C -1.104 -0.153 -2.299
C -1.525 0.516 -3.620
O -1.521 -0.532 -4.642
C -0.496 -0.410 -5.479
F 0.695 -0.400 -4.869
F -0.604 0.630 -6.288
F -0.500 -1.481 -6.264
C -2.246 -0.853 -1.470
N -1.837 -2.296 -1.477
C -2.600 -3.137 -1.909
S -3.638 -4.212 -2.297
P -4.018 -0.531 -2.028
O -5.043 -1.327 -0.997
O -4.400 1.058 -1.788
S -4.529 -0.970 -3.806
N -2.264 -0.487 -0.010
C -2.636 -1.517 0.942
C -1.454 -2.262 1.628
O -0.690 -1.777 2.346
Cl -1.353 -4.018 1.277
C -1.614 0.608 0.410
N -1.445 0.913 1.658
C -0.672 2.064 2.151
C -1.268 2.522 3.536
C -2.097 3.820 3.289
I 0.349 3.035 4.845
N -1.017 1.543 -0.513
O -1.966 2.253 -1.219
C -2.211 3.545 -0.695
C -2.900 4.486 -1.735
C -2.389 5.938 -1.599
O -2.720 3.937 -3.029
H 4.068 4.427 -0.833
H 3.503 6.150 -0.898
H 2.528 4.929 -0.097
H 2.157 5.792 -2.696
H 2.968 4.238 -2.988
H 0.620 4.691 -1.076
H 0.451 4.010 -2.781
H 1.377 2.519 -0.309
H 2.474 2.504 -1.682
H 1.160 1.195 -2.915
H 0.208 -1.174 -0.314
H 0.972 0.261 0.468
H 3.742 0.807 -1.387
H 4.086 -0.682 -0.512
H 3.210 0.584 0.347
H 1.336 -1.901 -2.237
H -0.396 -0.921 -2.631
H -0.789 1.243 -3.980
H -2.471 1.063 -3.604
H -5.421 -0.687 -0.370
H -4.394 1.205 -0.825
H -3.333 -2.280 0.591
H -3.162 -1.027 1.784
H -1.830 0.345 2.404
H -0.681 2.940 1.513
H 0.348 1.715 2.375
H -1.975 1.796 3.954
H -3.108 3.595 2.915
H -1.591 4.505 2.595
H -2.216 4.380 4.225
H -1.330 4.052 -0.280
H -2.916 3.434 0.158
H -3.979 4.509 -1.532
H -3.209 6.667 -1.609
H -1.750 6.194 -2.459
H -1.807 6.111 -0.684
H -1.997 4.412 -3.460
C 5.463 0.914 5.353
C 6.176 0.494 4.062
C 5.094 0.137 3.036
S 3.652 1.114 3.469
O 2.596 0.220 3.882
O 3.435 2.126 2.459
C 4.359 1.875 4.924
H 6.148 1.383 6.059
H 5.028 0.037 5.837
H 6.776 1.327 3.690
H 6.850 -0.345 4.228
H 5.400 0.383 2.021
H 4.816 -0.914 3.095
H 3.588 2.012 5.679
H 4.770 2.840 4.626
C -0.577 -7.694 0.081
C -1.557 -8.546 -0.734
C -1.471 -9.981 -0.201
S -0.981 -9.848 1.522
O 0.327 -10.428 1.675
O -2.085 -10.226 2.364
C -0.817 -8.066 1.540
H -0.729 -6.627 -0.090
H 0.449 -7.938 -0.203
H -2.572 -8.164 -0.599
H -1.334 -8.509 -1.800
H -2.427 -10.494 -0.260
H -0.708 -10.557 -0.722
H 0.000 -7.779 2.199
H -1.757 -7.651 1.904
*
```

Calculated total energy, eV: -142781.7811
Highest occupied orbital energy, eV: -11.67
M, g/mol: 1036.38
Kohn-Sham gap, eV: 8.3981


Below is C30H53ClNNiSi2 as an isolated structure, with properties calculated with ωB97M-V/def2-TZVPD.

The geometry in ORCA input format:
```
! wB97M-V def2-TZVPD RIJCOSX def2/J DEFGRID3
* xyz -1 3
Ni -11.252 -11.349 7.805
C -11.841 -13.198 9.093
C -12.094 -13.778 7.833
C -13.166 -13.012 7.241
C -13.444 -11.945 8.130
C -12.660 -12.081 9.310
C -13.069 -11.578 10.670
C -13.534 -10.128 10.632
C -11.954 -11.721 11.696
C -14.226 -12.493 11.091
C -14.063 -13.260 6.022
C -15.322 -12.385 6.119
C -14.601 -14.705 6.028
C -13.402 -12.947 4.683
C -11.426 -15.123 7.510
C -11.119 -15.351 6.033
C -12.297 -16.278 8.049
C -10.073 -15.241 8.237
H -11.025 -13.486 9.750
H -14.193 -11.181 7.962
H -12.732 -9.449 10.328
H -13.883 -9.819 11.628
H -14.385 -10.007 9.951
H -11.055 -11.164 11.396
H -11.651 -12.765 11.827
H -12.300 -11.349 12.672
H -15.071 -12.408 10.401
H -14.586 -12.249 12.100
H -13.896 -13.538 11.056
H -15.865 -12.581 7.041
H -15.982 -12.627 5.288
H -15.104 -11.316 6.053
H -15.040 -14.949 7.001
H -13.850 -15.459 5.821
H -15.387 -14.803 5.265
H -13.055 -11.910 4.674
H -14.120 -13.076 3.864
H -12.547 -13.586 4.469
H -11.994 -15.276 5.390
H -10.699 -16.352 5.893
H -10.375 -14.627 5.679
H -13.252 -16.375 7.527
H -12.524 -16.106 9.107
H -11.751 -17.226 7.960
H -9.463 -14.331 8.122
H -9.536 -16.101 7.820
H -10.199 -15.424 9.311
C -9.570 -6.182 7.719
Si -9.601 -8.070 8.000
C -7.861 -8.567 7.418
C -9.749 -8.219 9.865
C -10.986 -8.997 7.156
C -10.513 -9.665 5.924
C -9.908 -9.031 4.821
C -9.515 -9.754 3.720
C -9.701 -11.142 3.691
C -10.285 -11.729 4.792
N -10.679 -11.011 5.856
Si -12.523 -8.073 6.722
C -13.600 -9.141 5.605
C -13.527 -7.485 8.202
C -12.308 -6.475 5.694
H -8.667 -5.809 8.216
H -10.432 -5.657 8.158
H -9.523 -5.921 6.653
H -7.359 -7.682 7.013
H -7.842 -9.335 6.641
H -7.266 -8.945 8.254
H -8.803 -7.970 10.362
H -10.008 -9.246 10.156
H -10.525 -7.519 10.229
H -9.775 -7.953 4.872
H -9.067 -9.226 2.883
H -9.406 -11.741 2.840
H -10.494 -12.783 4.843
H -13.507 -10.200 5.901
H -13.253 -9.055 4.563
H -14.660 -8.839 5.653
H -14.059 -8.304 8.707
H -14.270 -6.760 7.846
H -12.903 -6.976 8.954
H -11.708 -6.629 4.794
H -11.860 -5.666 6.280
H -13.306 -6.150 5.357
Cl -8.771 -12.105 10.109
C -9.276 -11.569 8.370
H -8.786 -12.314 7.749
H -8.687 -10.667 8.245
*
```

Calculated total energy, eV: -102783.9905
Highest occupied orbital energy (alpha / beta), eV: -3.61 / -4.71
⟨S²⟩: 2.014
M, g/mol: 578.08
Kohn-Sham gap (alpha / beta), eV: 6.3373 / 7.4359


Below is C30H53GeN4NiSi3Te as an isolated structure, with properties calculated with ωB97M-V/def2-TZVPD.

The geometry in ORCA input format:
```
! wB97M-V def2-TZVPD RIJCOSX def2/J DEFGRID3
* xyz 2 4
Ni -0.649 0.625 0.335
C -3.015 2.399 1.513
C -2.334 3.402 0.581
C -2.367 2.909 -0.833
C -3.085 3.586 -1.808
C -3.106 3.105 -3.106
C -2.408 1.943 -3.393
C -1.718 1.326 -2.373
N -1.685 1.786 -1.116
N -2.067 1.359 1.963
C -2.785 0.142 2.380
C -3.092 -0.736 1.204
C -4.287 -1.420 1.077
C -4.466 -2.272 -0.004
C -3.435 -2.416 -0.921
C -2.280 -1.685 -0.730
N -2.106 -0.860 0.307
C -1.267 1.856 3.085
C -0.059 0.982 3.281
C 0.556 0.855 4.513
C 1.664 0.031 4.633
C 2.102 -0.665 3.516
C 1.431 -0.479 2.326
N 0.385 0.344 2.194
H -3.446 2.912 2.378
H -3.831 1.908 0.982
H -2.825 4.370 0.645
H -1.292 3.539 0.887
H -3.615 4.492 -1.544
H -3.653 3.629 -3.879
H -2.392 1.525 -4.391
H -1.151 0.429 -2.560
H -2.130 -0.442 3.033
H -3.693 0.387 2.937
H -5.067 -1.287 1.816
H -5.394 -2.815 -0.126
H -3.527 -3.079 -1.770
H -1.450 -1.763 -1.420
H -0.936 2.875 2.870
H -1.859 1.899 4.004
H 0.174 1.403 5.366
H 2.170 -0.074 5.584
H 2.948 -1.338 3.565
H 1.732 -1.002 1.431
C -1.860 -2.754 5.274
Te -0.760 -3.107 3.479
C -2.230 -4.428 2.676
H -2.888 -2.500 5.021
H -1.395 -1.928 5.811
H -1.839 -3.647 5.893
H -2.383 -5.253 3.368
H -1.862 -4.814 1.727
H -3.163 -3.889 2.521
C 2.261 3.198 0.017
Si 2.116 2.354 -1.651
C 0.848 3.245 -2.689
C 3.709 2.273 -2.609
Ge 1.244 0.060 -1.174
Si 3.629 -0.809 -0.558
C 4.966 -0.960 -1.832
C 3.240 -2.492 0.159
C 4.179 0.431 0.728
Si 1.030 -1.575 -3.031
C 0.945 -3.269 -2.236
C 2.442 -1.412 -4.229
C -0.516 -1.316 -4.062
H 1.975 4.251 -0.067
H 3.279 3.164 0.408
H 1.601 2.729 0.753
H 1.303 4.181 -3.032
H -0.051 3.498 -2.123
H 0.556 2.677 -3.575
H 3.873 3.230 -3.116
H 3.671 1.496 -3.375
H 4.570 2.091 -1.963
H 4.878 -1.868 -2.426
H 5.909 -1.026 -1.275
H 5.038 -0.108 -2.502
H 3.592 -3.266 -0.526
H 2.182 -2.673 0.353
H 3.782 -2.611 1.104
H 4.910 1.113 0.286
H 4.676 -0.101 1.547
H 3.373 1.025 1.155
H 1.927 -3.746 -2.222
H 0.275 -3.918 -2.807
H 0.578 -3.233 -1.208
H 3.404 -1.659 -3.793
H 2.501 -0.400 -4.639
H 2.269 -2.098 -5.066
H -1.459 -1.420 -3.521
H -0.503 -2.083 -4.842
H -0.511 -0.345 -4.564
*
```

Calculated total energy, eV: -166405.3218
Highest occupied orbital energy (alpha / beta), eV: -12.26 / -12.26
⟨S²⟩: 3.762
M, g/mol: 812.94
Kohn-Sham gap (alpha / beta), eV: 7.4346 / 4.7779


Below is a 9-piece molecular cluster, C30H54Br16FINO overall in a non-equilibrium geometry, with properties calculated with ωB97M-V/def2-TZVPD.

The geometry in ORCA input format:
```
! wB97M-V def2-TZVPD RIJCOSX def2/J DEFGRID3
* xyz 1 1
C 4.510 -1.291 2.306
C 3.201 -1.477 1.513
C 2.149 -1.952 2.545
C 3.332 -2.460 0.323
C 4.769 -2.397 -0.241
C 2.435 -2.122 -0.865
O 1.086 -2.626 -0.742
C 0.230 -1.945 0.035
C -0.720 -2.654 0.770
C -1.628 -1.966 1.556
I -3.077 -2.920 2.717
C -1.574 -0.574 1.603
N -0.664 0.098 0.892
C -0.641 1.587 0.976
C 0.802 2.074 1.176
C 0.870 3.480 1.709
F 0.264 3.581 2.944
C 0.210 -0.557 0.110
H 5.189 -0.575 1.854
H 4.260 -0.922 3.300
H 5.006 -2.245 2.464
H 2.951 -0.478 1.144
H 2.679 -2.466 3.343
H 1.441 -2.665 2.135
H 1.648 -1.104 3.011
H 3.165 -3.489 0.635
H 5.103 -1.369 -0.364
H 5.468 -2.959 0.366
H 4.811 -2.837 -1.236
H 2.486 -1.060 -1.106
H 2.836 -2.645 -1.725
H -0.753 -3.734 0.732
H -2.263 -0.030 2.228
H -1.094 1.990 0.077
H -1.222 1.859 1.850
H 1.295 2.080 0.203
H 1.333 1.346 1.789
H 1.916 3.752 1.822
H 0.447 4.178 0.995
H 0.899 0.034 -0.465
Br -0.179 5.349 -2.183
C -1.637 6.418 -1.455
C -1.660 6.345 0.045
Br -2.375 4.639 0.654
H -2.554 6.056 -1.912
H -1.447 7.435 -1.788
H -2.319 7.102 0.463
H -0.672 6.445 0.483
Br -2.336 5.995 -5.403
C -2.882 4.291 -4.634
C -4.335 3.999 -4.879
Br -5.473 5.060 -3.704
H -2.647 4.339 -3.575
H -2.249 3.547 -5.111
H -4.563 2.962 -4.641
H -4.647 4.210 -5.893
Br 2.020 6.619 1.509
C 2.180 6.723 3.449
C 3.438 7.437 3.861
Br 5.003 6.305 3.636
H 2.135 5.704 3.822
H 1.300 7.268 3.783
H 3.403 7.682 4.919
H 3.615 8.339 3.285
Br 3.646 -5.461 2.358
C 3.933 -5.529 4.281
C 5.339 -5.148 4.656
Br 6.592 -6.583 4.270
H 3.671 -6.535 4.592
H 3.219 -4.825 4.704
H 5.411 -4.978 5.728
H 5.693 -4.269 4.127
Br 2.629 -9.024 3.707
C 2.942 -9.319 5.605
C 1.657 -9.310 6.386
Br 0.982 -7.499 6.616
H 3.633 -8.549 5.933
H 3.428 -10.290 5.671
H 1.819 -9.691 7.392
H 0.870 -9.881 5.905
Br -8.056 2.003 -5.473
C -9.139 3.394 -4.651
C -9.863 2.891 -3.432
Br -11.389 1.780 -3.901
H -9.814 3.757 -5.419
H -8.439 4.181 -4.380
H -10.274 3.725 -2.866
H -9.227 2.294 -2.787
Br 0.904 -5.678 -0.304
C 0.491 -7.459 0.357
C -0.948 -7.800 0.080
Br -2.124 -6.825 1.276
H 0.733 -7.459 1.416
H 1.157 -8.143 -0.165
H -1.137 -8.856 0.256
H -1.252 -7.544 -0.930
Br -1.297 4.110 -11.302
C -2.715 5.177 -10.507
C -2.702 5.089 -9.005
Br -3.426 3.390 -8.382
H -3.648 4.830 -10.938
H -2.524 6.199 -10.826
H -3.342 5.852 -8.570
H -1.705 5.175 -8.587
*
```

Calculated total energy, eV: -1167016.6430
Highest occupied orbital energy, eV: -11.30
M, g/mol: 1869.13
Kohn-Sham gap, eV: 7.7762


> The highest M belongs to which entry?

C30H54Br16FINO